1.
C18H29EuF3NO5P2S as an isolated structure, computed with wB97M-V/def2-TZVPD.

HOMO energy (alpha / beta) = -6.23 / -5.39 eV
expectation value of S² = 12.050
gap between HOMO and LUMO (alpha / beta) = 5.95 / 3.02 eV
multiplicity = 7

Last column: natural (NBO) charge in e.
Atoms and positions in Å:
C (-0.668855, 3.937126, -1.791958)  -0.207
C (-0.861396, 2.650226, -1.205860)  0.128
N (0.050978, 2.175511, -0.266625)  -0.485
C (1.046068, 3.009403, 0.111856)  0.247
C (1.136991, 4.341454, -0.286247)  -0.236
C (0.281927, 4.795449, -1.286441)  -0.161
C (-1.992137, 1.905659, -1.609325)  -0.433
P (-2.407272, 0.274686, -1.015833)  0.836
Eu (-0.151181, -0.144326, 1.095178)  1.088
P (2.716657, 0.845304, 0.967438)  0.882
C (2.014842, 2.538253, 1.185869)  -0.755
C (-0.058983, -2.557202, 0.054082)  -0.420
C (-1.158444, -3.258930, 0.536467)  -0.296
C (-1.038265, -4.638785, 0.844722)  -0.223
C (0.135634, -5.331129, 0.551691)  -0.261
C (1.169158, -4.644827, -0.095110)  -0.226
C (1.032860, -3.263954, -0.412132)  -0.292
O (-0.562794, 1.695818, -5.571470)  -0.932
O (0.583798, -2.505236, -4.294727)  -0.929
H (-1.354774, 4.217510, -2.594943)  0.226
H (1.849214, 4.995345, 0.225878)  0.229
H (0.349316, 5.817075, -1.639629)  0.230
C (-3.913721, 0.615631, -0.013400)  -0.915
C (-3.073110, -0.700381, -2.459044)  -0.921
H (2.918464, 3.165725, 1.268992)  0.235
H (1.514160, 2.535805, 2.171748)  0.277
H (-1.082214, 1.622843, -4.738938)  0.463
H (-2.445969, 2.309131, -2.546193)  0.205
C (3.154726, 0.381690, 2.632668)  -0.959
C (4.222661, 1.097883, 0.056471)  -0.949
H (-2.130202, -2.778215, 0.694465)  0.185
H (-1.863372, -5.161993, 1.334878)  0.197
H (0.241166, -6.383799, 0.835548)  0.205
H (2.095156, -5.175865, -0.326203)  0.196
H (1.814614, -2.776496, -1.009217)  0.187
H (1.149493, -0.370330, -0.589577)  -0.052
H (-0.129033, -2.788021, -3.629825)  0.475
H (0.458316, -1.534895, -4.181181)  0.455
H (0.369479, 1.474036, -5.261378)  0.470
H (1.860779, -0.068567, -0.426515)  0.037
H (-4.740038, 0.782332, -0.710305)  0.221
H (-4.193242, -0.147225, 0.723106)  0.265
H (-3.713028, 1.546370, 0.524709)  0.242
H (-3.895750, -0.188390, -2.984094)  0.225
H (-2.292847, -0.954974, -3.193250)  0.238
H (-3.483364, -1.660615, -2.105820)  0.260
H (4.918811, 1.608604, 0.729888)  0.232
H (4.634656, 0.129702, -0.250255)  0.259
H (4.037892, 1.706614, -0.834536)  0.252
H (4.081714, 0.922444, 2.862990)  0.222
H (2.368976, 0.655272, 3.349127)  0.270
H (3.330855, -0.699814, 2.683890)  0.258
F (0.014664, -1.272561, 5.412060)  -0.312
C (-0.681701, -1.513692, 4.287200)  0.724
F (0.255979, -1.979004, 3.337127)  -0.318
F (-1.572862, -2.512234, 4.450286)  -0.300
S (-1.516738, 0.099646, 3.757796)  2.310
O (-2.346284, 0.780798, 4.704835)  -0.879
O (-0.285373, 0.834022, 3.386770)  -0.999
O (-2.197033, -0.455889, 2.552295)  -0.970

Cartesian forces (eV/Å) of the 3 atoms listed first:
C -0.42 -0.41 0.08
C 1.09 0.37 0.49
N -0.04 1.07 -0.43


2.
C18H29MnO as an isolated structure, computed with wB97M-V/def2-TZVPD.

HOMO energy (alpha / beta) = -9.60 / -12.50 eV
net charge = +1
expectation value of S² = 3.844
gap between HOMO and LUMO (alpha / beta) = 5.77 / 8.65 eV
multiplicity = 4

Last column: natural (NBO) charge in e.
Atoms and positions in Å:
C (2.238023, 3.786881, -1.668824)  0.087
C (3.436565, 3.014041, -2.024649)  -0.669
C (1.275104, 4.149343, -2.713743)  -0.668
C (2.189296, 4.463883, -0.365897)  -0.671
H (1.598492, 5.049405, -3.266333)  0.232
H (0.286423, 4.378760, -2.294267)  0.202
H (1.167154, 3.348224, -3.457259)  0.204
H (4.230026, 3.667949, -2.428691)  0.228
H (3.221958, 2.259612, -2.792787)  0.205
H (3.857528, 2.509835, -1.144303)  0.213
H (2.691240, 5.447195, -0.402910)  0.230
H (2.703624, 3.875301, 0.405358)  0.210
H (1.157496, 4.646014, -0.039902)  0.205
C (-0.631641, -1.603801, -1.336743)  -0.273
C (-1.020565, -0.390249, -2.013506)  -0.220
C (0.179687, 0.401404, -2.239502)  -0.270
H (-2.030531, -0.148418, -2.339878)  0.262
C (1.296899, -0.373116, -1.774041)  -0.232
C (0.798002, -1.585716, -1.204044)  -0.237
H (1.424175, -2.395219, -0.833104)  0.268
H (-1.280869, -2.435762, -1.066363)  0.270
H (0.277720, 1.341146, -2.775235)  0.269
H (2.350119, -0.125804, -1.900765)  0.270
C (-0.682017, 0.866623, 1.739896)  -0.229
C (-1.862555, 0.416886, 1.051339)  -0.281
C (-1.982144, 1.185576, -0.158414)  -0.165
H (-2.603268, -0.273049, 1.442301)  0.266
C (-0.870965, 2.110653, -0.216201)  -0.271
C (-0.087654, 1.924011, 0.974241)  -0.251
H (0.769868, 2.516270, 1.284516)  0.272
H (-0.321952, 0.514689, 2.700500)  0.268
H (-2.829743, 1.146464, -0.839200)  0.250
H (-0.730306, 2.919653, -0.926576)  0.268
Mn (-0.160886, 0.132851, -0.214472)  0.727
C (-1.990790, -3.145223, 2.989248)  -0.639
C (-0.845131, -2.194729, 3.197167)  -0.058
O (-0.084994, -2.017832, 1.976325)  -0.591
C (0.752651, -3.114649, 1.589012)  -0.054
C (1.258382, -4.013689, 2.688841)  -0.652
H (-2.690811, -2.723924, 2.262419)  0.203
H (-2.530271, -3.307990, 3.924399)  0.231
H (-1.622403, -4.111190, 2.623083)  0.214
H (-1.176693, -1.180784, 3.441430)  0.177
H (-0.169452, -2.565499, 3.980202)  0.188
H (0.194971, -3.699308, 0.847836)  0.162
H (1.588341, -2.616274, 1.089290)  0.175
H (0.469920, -4.560414, 3.218336)  0.218
H (1.907318, -4.743769, 2.202936)  0.235
H (1.870688, -3.458888, 3.408018)  0.219

Cartesian forces (eV/Å) of the 3 atoms listed first:
C -0.20 -0.47 0.22
C 0.47 -0.31 -0.08
C -0.40 0.17 -0.46


3.
A 2-piece molecular cluster, C18H29N5O6 overall, computed with wB97M-V/def2-TZVPD.

HOMO energy = -8.70 eV
SMILES = NC(=O)c1ccc(N[C@@H]2C[C@H](CO)[C@@H](O)C2)nc1.CNC(=O)[C@H](CO)NC(C)=O
gap between HOMO and LUMO = 9.07 eV

Last column: natural (NBO) charge in e.
Atoms and positions in Å:
N (-1.262345, 1.486290, 4.730352)  -0.815
C (-1.248151, 0.422516, 3.877248)  0.664
O (-2.293599, -0.197481, 3.798100)  -0.659
C (-0.102281, 0.061957, 3.066560)  -0.278
C (-0.140677, -1.080048, 2.266835)  -0.100
C (0.976720, -1.376290, 1.509500)  -0.328
C (2.088083, -0.543384, 1.576310)  0.412
N (3.206269, -0.754384, 0.822107)  -0.579
C (3.104132, -1.373785, -0.505909)  -0.052
C (4.466482, -1.529719, -1.162253)  -0.398
C (4.260839, -1.195186, -2.649316)  -0.271
C (5.180047, -0.052483, -3.095140)  -0.047
O (4.925428, 1.134412, -2.337088)  -0.747
C (2.783150, -0.823252, -2.824609)  0.111
O (2.058019, -1.948360, -3.320461)  -0.735
C (2.284435, -0.488396, -1.434946)  -0.442
N (2.138980, 0.540597, 2.337219)  -0.477
C (1.060819, 0.836571, 3.076835)  0.116
H (-2.063756, 1.534591, 5.352938)  0.413
H (-0.380948, 1.900295, 5.013052)  0.385
H (-1.013125, -1.733589, 2.249204)  0.247
H (0.982640, -2.266521, 0.894728)  0.228
H (3.865839, 0.013297, 0.917042)  0.403
H (2.652464, -2.371381, -0.455021)  0.207
H (5.198045, -0.858316, -0.701123)  0.214
H (4.832484, -2.553722, -1.039826)  0.221
H (4.490005, -2.073913, -3.260785)  0.239
H (5.020799, 0.151853, -4.158771)  0.168
H (6.225467, -0.350353, -2.966044)  0.166
H (5.506176, 1.856785, -2.632464)  0.480
H (2.653641, 0.023838, -3.507525)  0.174
H (1.143617, -1.699210, -3.538977)  0.474
H (1.210631, -0.664707, -1.329496)  0.208
H (2.484957, 0.567142, -1.223396)  0.226
H (1.107764, 1.725084, 3.699130)  0.183
C (-4.438828, 2.054836, 2.341780)  -0.413
N (-3.552680, 1.195338, 1.558768)  -0.607
C (-3.020815, 1.542951, 0.381785)  0.666
O (-3.279135, 2.625417, -0.136192)  -0.668
C (-2.121654, 0.524266, -0.344206)  -0.160
C (-1.694851, 0.953554, -1.761479)  -0.047
O (-2.771979, 1.413681, -2.545682)  -0.739
N (-2.586172, -0.876477, -0.298926)  -0.626
C (-3.760875, -1.422955, -0.620315)  0.680
C (-4.920529, -0.600718, -1.146828)  -0.723
O (-3.901106, -2.626441, -0.475626)  -0.634
H (-3.931054, 2.992954, 2.571994)  0.206
H (-5.344566, 2.275366, 1.773541)  0.207
H (-4.709108, 1.556843, 3.274142)  0.217
H (-3.285523, 0.308954, 1.972822)  0.432
H (-1.199527, 0.533590, 0.234523)  0.231
H (-0.972170, 1.765967, -1.671663)  0.168
H (-1.205511, 0.118781, -2.264708)  0.179
H (-3.170768, 2.154170, -2.060763)  0.499
H (-1.914297, -1.560602, 0.008129)  0.405
H (-5.778228, -1.258007, -1.282087)  0.242
H (-4.657646, -0.174242, -2.110724)  0.253
H (-5.186031, 0.182025, -0.442292)  0.224

Cartesian forces (eV/Å) of the 3 atoms listed first:
N 1.28 0.40 0.08
C -1.65 0.29 0.84
O -0.75 -1.00 -0.47


4.
One molecule with the formula C18H29NO3, computed with wB97M-V/def2-TZVPD.

HOMO energy = -8.03 eV
SMILES = C=CCc1ccc(OCCOCCNCCCC)c(OC)c1
gap between HOMO and LUMO = 8.86 eV

Last column: natural (NBO) charge in e.
Atoms and positions in Å:
C (0.036578, -3.185827, -3.873249)  -0.408
C (-0.086319, -1.885557, -3.687065)  -0.154
C (-0.647076, -1.253596, -2.448484)  -0.453
C (0.411862, -0.406929, -1.788702)  -0.010
C (0.362957, 0.975089, -1.819477)  -0.240
C (1.362884, 1.714154, -1.210112)  -0.241
C (2.434840, 1.101167, -0.581945)  0.236
O (3.399129, 1.921036, -0.043093)  -0.506
C (3.749965, 1.696875, 1.308261)  -0.086
C (2.540980, 1.853952, 2.233918)  -0.089
O (1.757990, 0.684303, 2.151229)  -0.554
C (0.392350, 0.872334, 2.435342)  -0.064
C (-0.316283, -0.453136, 2.164095)  -0.238
N (-1.707316, -0.420759, 2.581686)  -0.623
C (-2.585207, 0.493351, 1.869668)  -0.217
C (-2.717505, 0.245043, 0.360802)  -0.427
C (-3.656579, 1.235051, -0.327545)  -0.390
C (-5.119502, 1.052296, 0.059986)  -0.607
C (2.512448, -0.305502, -0.578523)  0.344
O (3.611989, -0.870575, -0.001927)  -0.514
C (3.661293, -2.269280, 0.123249)  -0.250
C (1.488960, -1.031307, -1.168326)  -0.319
H (0.458649, -3.597104, -4.774477)  0.199
H (-0.289428, -3.899097, -3.132981)  0.186
H (0.251835, -1.187771, -4.441799)  0.198
H (-1.500320, -0.625840, -2.716804)  0.218
H (-0.989731, -2.031751, -1.762547)  0.211
H (-0.459250, 1.481548, -2.303751)  0.211
H (1.329445, 2.793062, -1.215589)  0.224
H (4.178498, 0.700636, 1.447619)  0.202
H (4.497380, 2.460650, 1.533204)  0.192
H (1.957137, 2.728801, 1.914005)  0.174
H (2.876616, 2.017287, 3.269151)  0.174
H (0.243304, 1.166689, 3.484694)  0.171
H (-0.011252, 1.665082, 1.788367)  0.162
H (-0.171032, -0.701849, 1.101115)  0.175
H (0.184563, -1.222435, 2.757395)  0.201
H (-2.086532, -1.360245, 2.511816)  0.353
H (-2.225076, 1.510335, 2.040896)  0.183
H (-3.564023, 0.403067, 2.346896)  0.193
H (-1.729809, 0.331592, -0.096221)  0.214
H (-3.078342, -0.774028, 0.194067)  0.189
H (-3.563016, 1.107022, -1.408967)  0.197
H (-3.340990, 2.253027, -0.088139)  0.195
H (-5.441502, 0.032543, -0.140502)  0.200
H (-5.274695, 1.261795, 1.114920)  0.201
H (-5.748419, 1.728404, -0.514874)  0.210
H (4.590306, -2.484382, 0.649669)  0.199
H (3.680342, -2.761943, -0.854661)  0.177
H (2.817450, -2.647385, 0.708944)  0.178
H (1.519456, -2.109890, -1.171232)  0.220

Cartesian forces (eV/Å) of the 3 atoms listed first:
C 0.03 -0.18 -0.13
C -0.18 0.08 0.09
C 0.12 -0.01 -0.09